1.
A structure of composition C56H52MoN5O4P2S3. Source: the OMol25 dataset; level of theory: ωB97M-V with the def2-TZVPD basis set.

The geometry in XYZ format:
```
123
Properties=species:S:1:pos:R:3:forces:R:3
Mo 0.0512 0.3177 0.0662 -1.07 1.37 -0.47
O -1.1676 -4.3923 0.8997 -0.02 0.34 -0.31
S -1.2300 -2.9574 0.4975 -0.17 -0.08 0.28
C 0.4529 -2.4887 0.0948 0.22 -0.30 0.14
C 1.1876 -3.4765 -0.5610 -0.03 0.00 0.03
C 2.5577 -3.5076 -0.4125 0.16 0.00 0.02
C 3.1648 -2.6124 0.4673 0.03 -0.12 -0.01
C 2.4215 -1.6125 1.0679 -0.03 0.12 0.07
C 1.0484 -1.4490 0.8448 0.18 -0.78 -0.35
P 0.1645 0.9816 2.3590 -0.25 0.05 -0.25
C -1.1003 2.0016 3.1796 0.01 0.07 -0.11
C -1.2683 2.0424 4.5654 -0.09 0.03 0.04
C -2.2634 2.8402 5.1195 0.04 -0.04 -0.05
C -3.0955 3.5911 4.2954 0.00 -0.02 0.06
C -2.9383 3.5439 2.9161 -0.01 0.00 -0.01
C -1.9499 2.7461 2.3595 0.00 -0.02 0.11
C 0.6882 -0.1740 3.6601 0.18 0.11 0.02
C 1.6921 0.1135 4.5823 0.03 -0.08 0.01
C 2.0182 -0.8041 5.5750 -0.03 0.01 -0.05
C 1.3384 -2.0102 5.6562 0.01 0.01 0.02
C 0.3435 -2.3071 4.7330 -0.02 -0.02 0.00
C 0.0268 -1.3988 3.7359 -0.06 -0.05 0.06
C -2.1166 -2.8706 -1.0574 -0.06 0.14 -0.04
C -2.3165 -4.0096 -1.8124 0.05 -0.01 0.00
C -3.1536 -3.9398 -2.9204 -0.04 0.02 -0.06
C -3.8083 -2.7536 -3.2189 -0.02 -0.06 -0.06
C -3.6175 -1.6178 -2.4353 -0.08 0.05 -0.06
C -2.7593 -1.6587 -1.3497 0.24 -0.19 0.25
P -2.4234 -0.2933 -0.1575 -0.70 -0.13 0.08
C -3.5651 -0.8039 1.2041 0.15 -0.02 0.02
C -4.8089 -1.3574 0.9053 -0.07 -0.04 0.00
C -5.6765 -1.7321 1.9238 0.03 0.02 -0.08
C -5.3186 -1.5497 3.2533 -0.03 -0.02 0.01
C -4.0908 -0.9839 3.5607 0.03 0.03 0.03
C -3.2253 -0.6197 2.5383 -0.16 -0.07 -0.10
C -3.3679 1.1510 -0.7991 0.05 0.02 -0.03
C -3.1673 1.6221 -2.0950 -0.06 -0.05 0.03
C -3.8530 2.7307 -2.5697 -0.08 -0.06 0.01
C -4.7312 3.4133 -1.7384 0.00 0.00 -0.02
C -4.9194 2.9735 -0.4363 0.02 -0.02 0.02
C -4.2505 1.8458 0.0286 -0.04 -0.01 -0.06
H 0.6723 -4.2503 -1.1225 0.03 0.02 0.09
H 3.1474 -4.2612 -0.9235 -0.04 0.07 0.04
H 4.2320 -2.6712 0.6528 -0.09 0.01 -0.01
H 2.9424 -0.9116 1.7113 0.02 0.05 -0.08
H -0.6404 1.4388 5.2122 -0.02 0.04 -0.03
H -2.3921 2.8686 6.1959 0.00 -0.01 -0.09
H -3.8798 4.2009 4.7314 0.09 -0.04 -0.03
H -3.5936 4.1182 2.2695 0.06 -0.06 0.05
H -1.8472 2.6779 1.2851 -0.04 0.02 -0.01
H 2.2503 1.0370 4.5356 0.03 0.06 0.00
H 2.8095 -0.5750 6.2783 -0.04 0.00 -0.03
H 1.5891 -2.7225 6.4336 0.00 0.03 -0.07
H -0.1769 -3.2571 4.7721 0.03 0.07 0.00
H -0.7298 -1.6558 3.0075 0.00 -0.04 -0.03
H -1.8440 -4.9400 -1.5109 -0.06 0.10 0.01
H -3.3191 -4.8191 -3.5319 0.00 0.04 0.04
H -4.4971 -2.7153 -4.0559 0.06 0.01 0.05
H -4.1682 -0.7131 -2.6656 0.03 0.00 0.01
H -5.1089 -1.5022 -0.1258 0.01 -0.02 0.03
H -6.6359 -2.1700 1.6748 0.05 0.02 0.01
H -5.9926 -1.8551 4.0458 0.04 0.04 -0.06
H -3.8013 -0.8297 4.5954 0.00 -0.02 -0.10
H -2.2747 -0.1902 2.7837 0.21 0.12 0.09
H -2.4524 1.1221 -2.7334 0.01 -0.07 -0.06
H -3.6979 3.0674 -3.5893 0.01 -0.01 0.07
H -5.2647 4.2835 -2.1045 0.04 -0.07 0.03
H -5.6061 3.4978 0.2200 0.06 -0.05 -0.04
H -4.4304 1.5027 1.0388 -0.01 0.02 0.00
N 5.1360 5.4625 -3.9069 -0.09 -0.35 0.17
C 4.7176 4.4140 -3.1177 0.04 0.21 -0.14
C 5.6114 3.7816 -2.2431 0.09 0.02 0.02
C 5.2077 2.7035 -1.4813 0.04 0.09 0.08
C 3.9028 2.2415 -1.5856 -0.07 0.05 -0.18
C 3.0042 2.8496 -2.4545 0.13 0.00 0.03
C 3.4014 3.9350 -3.2065 -0.08 0.11 -0.07
S 3.4321 0.8041 -0.7186 0.17 0.03 0.19
O 2.8503 -0.1160 -1.6529 -0.20 0.00 0.03
O 4.5473 0.3830 0.0798 -0.14 -0.06 -0.02
N 2.1209 1.2005 0.2930 1.11 0.34 0.15
C 2.4294 2.0313 1.2854 -0.08 -0.11 -0.30
N 3.5880 2.7574 1.3068 -0.56 -0.90 -0.67
C 3.7983 3.5816 2.2731 0.29 0.49 0.39
C 2.8763 3.8096 3.3128 0.18 0.39 0.26
C 1.7475 3.0741 3.2853 -0.31 0.44 0.55
N 1.5177 2.1705 2.3178 0.16 -0.72 -0.51
H 6.0269 5.8880 -3.7337 0.02 0.03 0.04
H 4.4582 6.0161 -4.3939 -0.05 0.05 -0.01
H 6.6319 4.1466 -2.1702 -0.09 -0.06 -0.01
H 5.8935 2.2125 -0.7994 -0.08 0.06 -0.08
H 2.0018 2.4590 -2.5455 -0.19 0.01 0.00
H 2.6956 4.4204 -3.8765 0.10 -0.08 0.07
H 4.7436 4.1223 2.2348 -0.12 -0.02 0.08
H 3.0501 4.5396 4.0894 0.00 -0.03 -0.04
H 0.9521 3.1899 4.0095 0.06 -0.04 0.09
C -0.9904 0.0795 -6.0112 0.01 -0.01 0.03
C -1.0411 -0.6229 -4.6556 -0.08 0.08 -0.21
S 0.2007 0.0225 -3.5374 0.23 -0.03 0.32
O -0.0970 -0.6531 -2.2051 0.20 0.20 0.13
C 1.6461 -0.7902 -4.2584 -0.12 -0.11 -0.04
C 1.5376 -2.3032 -4.4008 0.02 0.05 0.07
H -1.7307 -0.3567 -6.6830 0.01 0.01 0.05
H -0.0151 -0.0200 -6.4930 -0.08 -0.02 0.04
H -1.2121 1.1457 -5.9139 0.04 -0.09 0.01
H -0.8992 -1.6998 -4.7230 -0.05 -0.02 0.00
H -1.9876 -0.4530 -4.1520 -0.11 0.04 0.02
H 2.4369 -0.5249 -3.5693 0.12 0.07 -0.01
H 1.8222 -0.2670 -5.2023 0.01 -0.07 0.01
H 1.1047 -2.7431 -3.4983 0.02 0.05 -0.04
H 2.5384 -2.7194 -4.5221 -0.03 0.02 0.01
H 0.9504 -2.6093 -5.2657 -0.01 0.01 0.00
N -0.3864 1.9341 -0.5392 0.48 0.19 0.29
C -0.4043 3.3140 -0.8339 0.00 -0.52 0.21
C -0.8335 3.7576 -2.0861 0.09 -0.17 -0.26
C -0.8724 5.1109 -2.3864 0.01 -0.02 -0.03
C -0.4715 6.0545 -1.4470 -0.04 -0.05 -0.05
C -0.0244 5.6258 -0.2054 0.00 -0.05 0.06
C 0.0042 4.2718 0.0984 0.11 -0.03 0.12
H -1.1230 3.0183 -2.8246 0.08 0.15 0.07
H -1.2207 5.4312 -3.3637 0.05 -0.04 0.09
H -0.5092 7.1127 -1.6806 0.01 -0.10 0.01
H 0.2951 6.3505 0.5362 -0.01 -0.08 -0.05
H 0.3515 3.9421 1.0673 -0.05 0.07 0.02
```
Positions in Å, forces in eV/Å.

## Properties
- HOMO level: -10.014 eV
- Total charge: +1
- Kohn-Sham gap: 7.244 eV
- E_tot: -4685.17267 Eh

2.
A structure of composition C56H52N9O4PPdS. Source: the OMol25 dataset; level of theory: ωB97M-V with the def2-TZVPD basis set.

The geometry in XYZ format:
```
124
Properties=species:S:1:pos:R:3:forces:R:3
Pd 0.7260 0.0631 0.9274 0.23 -0.18 0.54
C 2.9154 0.2548 -4.2706 0.02 0.02 -0.01
N 2.8776 0.1626 -2.8235 0.12 -0.03 0.20
C 1.7704 0.2035 -2.0193 -0.02 0.10 0.06
N 2.1167 0.1322 -0.7477 0.03 -0.12 -0.28
C 3.4804 0.0411 -0.7105 -0.01 0.08 0.04
C 3.9744 0.0591 -1.9937 -0.13 0.03 -0.23
C 5.3571 0.0463 -2.4989 -0.01 -0.03 0.04
C 5.7814 -0.9151 -3.4140 0.05 0.00 -0.02
C 7.0921 -0.9246 -3.8687 -0.03 0.01 0.02
C 7.9940 0.0224 -3.4045 0.02 -0.01 -0.02
C 7.5811 0.9779 -2.4864 0.00 0.01 0.01
C 6.2699 0.9928 -2.0377 0.01 0.00 0.00
C 4.2258 -0.0393 0.5565 0.07 -0.04 0.01
C 5.3483 -0.8547 0.6761 -0.01 -0.01 0.00
C 6.0452 -0.9245 1.8738 0.01 -0.01 0.00
C 5.6268 -0.1791 2.9664 -0.02 0.01 0.00
C 4.5066 0.6356 2.8542 0.05 -0.02 0.01
C 3.8084 0.7054 1.6587 -0.04 0.04 -0.02
P 0.0957 0.3272 -2.7036 0.15 -0.07 -0.10
C -0.6356 1.6181 -1.6497 -0.11 0.05 0.07
N -0.2364 2.0143 -0.4670 0.11 0.19 -0.07
C -1.0369 3.0631 -0.1040 -0.04 -0.03 -0.01
C -1.9704 3.2890 -1.0904 -0.06 -0.05 -0.12
N -1.6989 2.3703 -2.0817 0.02 0.01 0.13
C -2.4508 2.1909 -3.3087 -0.03 -0.01 0.02
C -3.1108 4.2186 -1.1609 -0.02 -0.01 0.04
C -4.1130 4.1472 -0.1946 0.00 0.01 0.00
C -5.1831 5.0277 -0.2276 0.00 -0.01 0.02
C -5.2679 5.9835 -1.2306 0.00 0.02 -0.01
C -4.2771 6.0590 -2.1993 0.00 0.00 0.00
C -3.2025 5.1826 -2.1627 0.01 0.00 -0.01
C -0.8052 3.7908 1.1567 -0.02 0.02 0.02
C -1.2229 5.1092 1.3398 0.00 0.03 0.03
C -0.9559 5.7749 2.5288 0.00 -0.03 0.00
C -0.2495 5.1425 3.5436 0.02 0.00 -0.01
C 0.1791 3.8324 3.3614 0.04 0.04 0.03
C -0.1066 3.1569 2.1860 -0.09 -0.03 -0.03
C -0.6390 -1.2060 -2.0520 -0.02 0.07 -0.07
N -0.4937 -1.6843 -0.8426 -0.27 -0.07 0.01
C -1.2402 -2.8288 -0.7823 0.11 -0.01 0.12
C -1.8504 -3.0493 -1.9964 0.00 0.01 -0.17
N -1.4521 -2.0106 -2.8078 -0.01 0.02 0.02
C -1.8238 -1.8285 -4.1987 0.01 0.00 0.01
C -2.7941 -4.0857 -2.4496 -0.03 -0.02 0.06
C -2.4915 -4.9254 -3.5191 0.02 -0.01 -0.02
C -3.3877 -5.9040 -3.9234 -0.01 0.01 0.01
C -4.5941 -6.0587 -3.2558 0.00 -0.01 -0.01
C -4.9017 -5.2308 -2.1848 0.00 0.00 0.01
C -4.0095 -4.2481 -1.7861 0.01 0.00 -0.01
C -1.3002 -3.6220 0.4575 -0.03 -0.05 -0.02
C -1.5792 -4.9874 0.4533 -0.01 -0.04 0.01
C -1.6277 -5.6977 1.6447 0.00 0.02 -0.01
C -1.3867 -5.0561 2.8515 0.00 0.02 -0.01
C -1.0880 -3.6992 2.8577 -0.01 -0.06 0.06
C -1.0471 -2.9874 1.6715 0.01 0.07 -0.04
H 2.0362 0.7901 -4.6181 0.00 -0.01 0.00
H 2.9331 -0.7342 -4.7299 -0.01 0.00 -0.01
H 3.8088 0.7980 -4.5702 0.00 0.00 -0.01
H 5.0873 -1.6734 -3.7554 -0.01 0.00 0.00
H 7.4103 -1.6795 -4.5760 0.01 0.00 0.00
H 9.0182 0.0129 -3.7543 0.00 0.00 0.00
H 8.2823 1.7154 -2.1180 0.00 0.00 0.00
H 5.9442 1.7321 -1.3169 0.00 0.00 0.00
H 5.6712 -1.4530 -0.1671 -0.01 0.00 -0.01
H 6.9097 -1.5711 1.9555 0.00 0.00 0.00
H 6.1676 -0.2352 3.9026 0.00 0.00 0.00
H 4.1777 1.2214 3.7046 -0.01 0.00 0.00
H 2.9153 1.3157 1.5696 0.03 0.00 0.00
H -3.4377 2.6293 -3.1828 0.00 0.00 -0.02
H -2.5712 1.1297 -3.5158 -0.01 0.00 0.00
H -1.9529 2.6659 -4.1545 0.01 0.00 0.00
H -4.0387 3.4024 0.5884 -0.01 0.00 0.01
H -5.9531 4.9656 0.5305 0.00 -0.01 0.00
H -6.1047 6.6694 -1.2566 0.00 0.00 0.00
H -4.3354 6.8071 -2.9793 0.00 0.00 0.00
H -2.4169 5.2567 -2.9055 0.00 0.00 0.00
H -1.7420 5.6312 0.5468 0.00 -0.01 0.00
H -1.2820 6.8003 2.6521 0.00 0.01 -0.01
H -0.0179 5.6727 4.4598 -0.01 -0.01 0.00
H 0.7482 3.3331 4.1392 -0.02 0.00 -0.01
H 0.2040 2.1228 2.0408 0.17 0.15 -0.10
H -2.8071 -2.2606 -4.3675 -0.01 0.01 0.00
H -1.1067 -2.3093 -4.8653 -0.01 -0.01 0.00
H -1.8514 -0.7676 -4.4316 0.01 -0.01 -0.03
H -1.5386 -4.8241 -4.0251 0.00 0.01 0.01
H -3.1383 -6.5528 -4.7531 0.00 0.00 0.00
H -5.2915 -6.8257 -3.5669 0.00 0.00 0.00
H -5.8397 -5.3506 -1.6583 0.00 0.00 0.00
H -4.2405 -3.6042 -0.9466 0.00 0.00 0.00
H -1.7462 -5.5054 -0.4826 0.00 0.00 0.01
H -1.8433 -6.7586 1.6278 0.00 0.00 0.00
H -1.4172 -5.6125 3.7797 0.00 0.00 0.00
H -0.8755 -3.1957 3.7939 0.00 0.01 -0.01
H -0.7809 -1.9365 1.6609 0.03 -0.05 -0.01
C -4.9034 5.6477 5.7609 -0.02 -0.02 0.00
C -3.5885 4.8928 5.6364 0.05 0.04 -0.01
S -3.8819 3.1407 5.6856 -0.07 0.00 0.13
O -4.3678 2.7823 6.9948 -0.03 0.01 -0.06
O -4.6502 2.7759 4.5186 -0.05 -0.03 -0.05
C -2.2586 2.4655 5.4756 0.13 0.03 -0.02
C -2.3084 0.9441 5.4154 -0.04 -0.05 -0.03
N -1.1237 0.4480 4.7258 0.08 -0.10 -0.06
C -1.0768 0.2633 3.3860 -0.18 0.03 0.03
N 0.1358 -0.0843 2.9815 0.02 -0.11 -0.16
C 0.9170 -0.1497 4.0908 -0.08 0.12 -0.01
C 0.1598 0.1963 5.1759 0.01 0.03 0.10
N 0.5858 0.3565 6.5238 -0.04 -0.05 -0.10
O 1.7245 0.0254 6.7877 -0.01 0.02 0.02
O -0.2110 0.8284 7.3255 0.02 0.01 0.03
C -2.2394 0.4494 2.4786 -0.01 0.00 0.02
H -4.7124 6.7194 5.7318 0.00 0.00 0.00
H -5.3973 5.4084 6.7014 -0.01 0.00 0.00
H -5.5721 5.3930 4.9399 0.00 0.00 0.01
H -2.9093 5.1136 6.4615 -0.01 0.00 -0.01
H -3.0839 5.0950 4.6896 0.01 -0.01 0.01
H -1.6211 2.8042 6.2928 -0.02 0.03 -0.01
H -1.8921 2.8663 4.5283 0.03 0.01 0.04
H -3.1614 0.6188 4.8228 -0.05 0.02 0.06
H -2.3799 0.5075 6.4050 0.03 0.01 -0.01
H 1.9610 -0.4077 4.0534 0.00 -0.02 0.00
H -2.9897 -0.3295 2.6360 -0.01 0.01 -0.01
H -1.8552 0.3804 1.4586 0.00 -0.01 -0.01
H -2.7167 1.4214 2.6230 0.00 0.00 0.00
```
Positions in Å, forces in eV/Å.

## Properties
- HOMO level: -5.148 eV
- Total charge: 0
- Kohn-Sham gap: 5.018 eV
- E_tot: -3826.32345 Eh

Which value of total charge does entry 2 give? 0